Entry 1:
{
  "formula": "C25H57Br4N7O7",
  "method": "ωB97M-V with the def2-TZVPD basis set",
  "total_energy_ha": -12192.67365,
  "homo_ev": -8.99,
  "spin_multiplicity": 1,
  "gap_ev": 8.97,
  "relative_energy_kcal_mol": 83.2,
  "symbols": ["C", "N", "C", "C", "O", "H", "H", "H", "H", "H", "H", "H", "C", "N", "C", "C", "O", "H", "H", "H", "H", "H", "H", "H", "C", "N", "C", "C", "O", "H", "H", "H", "H", "H", "H", "H", "C", "N", "C", "C", "O", "H", "H", "H", "H", "H", "H", "H", "C", "N", "C", "C", "O", "H", "H", "H", "H", "H", "H", "H", "C", "N", "C", "C", "O", "H", "H", "H", "H", "H", "H", "H", "C", "N", "C", "C", "O", "H", "H", "H", "H", "H", "H", "H", "Br", "C", "C", "Br", "H", "H", "H", "H", "Br", "C", "C", "Br", "H", "H", "H", "H"],
  "coordinates": [[13.38637, 13.26078, 23.25550], [12.53208, 13.54158, 22.05006], [11.42816, 12.63760, 21.75216], [12.89969, 14.66541, 21.36379], [12.25428, 15.01948, 20.37335], [13.52946, 12.19318, 23.42243], [12.89980, 13.46024, 24.21025], [14.34350, 13.72057, 23.50167], [10.64149, 12.69586, 22.50440], [11.04861, 12.83818, 20.75026], [11.57829, 11.55870, 21.71296], [13.82595, 15.14570, 21.71531], [5.56045, 6.45420, 24.62493], [6.78605, 7.11962, 24.74496], [7.18605, 7.69722, 23.45456], [7.41793, 7.39593, 25.92585], [8.51751, 7.90002, 25.98302], [5.50298, 5.62268, 25.32734], [5.36370, 5.89439, 23.71060], [4.80776, 7.18948, 24.90942], [6.33641, 8.20823, 23.00168], [8.01143, 8.40596, 23.52184], [7.51537, 6.91925, 22.76579], [6.84746, 6.95376, 26.75728], [8.90974, 9.43336, 30.05168], [7.93826, 10.45424, 29.78095], [7.23269, 10.33545, 28.52646], [7.68076, 11.55573, 30.50296], [8.27877, 11.84419, 31.52071], [9.46192, 9.30560, 29.12061], [8.52381, 8.43553, 30.26023], [9.56872, 9.67912, 30.88441], [6.23008, 10.04501, 28.84034], [7.15137, 11.28099, 27.99032], [7.56128, 9.48178, 27.93369], [6.80068, 12.06059, 30.07544], [10.72352, 12.89906, 29.87565], [11.39707, 14.19506, 29.72755], [11.42083, 14.70461, 28.38009], [11.46748, 15.03689, 30.80307], [11.67174, 16.25294, 30.71366], [9.73127, 12.94788, 29.42716], [10.84160, 12.43217, 30.85349], [11.29277, 12.20308, 29.25949], [11.70715, 15.75392, 28.30886], [12.22180, 14.15391, 27.88683], [10.55647, 14.50022, 27.74827], [11.21549, 14.49163, 31.72578], [7.43241, 17.53350, 29.00188], [7.17287, 16.15268, 28.33620], [6.32601, 16.17344, 27.20408], [7.65997, 15.05001, 28.98978], [7.57091, 13.86799, 28.60705], [8.02261, 18.03356, 28.23395], [7.91666, 17.41160, 29.97077], [6.57585, 18.19369, 29.13803], [6.92566, 16.68493, 26.45115], [5.88488, 15.25910, 26.80723], [5.55456, 16.92201, 27.38462], [8.20864, 15.25926, 29.92112], [7.74289, 13.99707, 21.58217], [6.98027, 15.12018, 21.35248], [5.63994, 14.83285, 20.89129], [7.54204, 16.33878, 21.35393], [6.92079, 17.28587, 21.07642], [7.59755, 13.56947, 22.57420], [8.82426, 14.13393, 21.58132], [7.60523, 13.44746, 20.65101], [5.68440, 14.38659, 19.89782], [5.10747, 14.16992, 21.57326], [5.01099, 15.72137, 20.83595], [8.57751, 16.29612, 21.72566], [14.87939, 9.86229, 21.81011], [13.54887, 9.37116, 22.14580], [13.19211, 9.12661, 23.54551], [12.77700, 9.03306, 21.06911], [11.71827, 8.50473, 21.09667], [15.00373, 9.60254, 20.75884], [15.69152, 9.38982, 22.36266], [14.70450, 10.92791, 21.95837], [13.97648, 8.53774, 24.02100], [12.96260, 10.04283, 24.08954], [12.30313, 8.49592, 23.53890], [13.27985, 9.30099, 20.12700], [10.96818, 10.69578, 26.15685], [9.33200, 11.25402, 25.14866], [8.86607, 12.74495, 25.49836], [10.07405, 13.96391, 24.55387], [8.59713, 10.48160, 25.37545], [9.38082, 11.07031, 24.07536], [9.02067, 12.92259, 26.56261], [7.84479, 12.86633, 25.13731], [2.42777, 12.46445, 28.85315], [3.62737, 13.39720, 27.55478], [4.07873, 12.30682, 26.50794], [5.08483, 13.21219, 24.99944], [4.43355, 13.87197, 28.11404], [3.01980, 14.10854, 26.99536], [3.13765, 11.96023, 26.08092], [4.81316, 11.56876, 26.83039]],
  "mulliken_charge": [-0.6255, 0.3703, 0.0858, 0.0324, -0.6033, -0.1152, 0.1890, 0.4303, -0.3250, 0.3954, -0.2653, 0.3387, -1.0846, 0.1611, -0.8547, 0.0441, -0.5861, 0.3549, 0.3518, 0.3841, 0.3708, 0.2049, 0.3108, 0.3544, -0.8721, 0.2162, -0.7941, -0.0755, -0.6379, 0.2692, 0.3255, 0.3222, 0.4925, 0.1234, 0.1236, 0.4764, -0.6245, 0.1307, -1.0194, 0.1829, -0.6180, -0.0629, 0.4703, 0.2312, 0.3664, 0.4128, 0.1207, 0.3612, -0.9437, 0.2143, -0.6780, -0.0081, -0.3971, 0.3657, 0.2990, 0.3200, 0.4118, -0.0532, 0.3200, 0.2723, -0.4360, 0.0844, -0.9412, 0.1714, -0.5570, 0.0323, -0.0359, 0.4289, 0.3604, 0.2607, 0.3323, 0.3305, -0.8921, 0.2316, -0.7777, 0.0791, -0.5454, 0.3205, 0.3025, 0.2860, 0.3373, 0.0378, 0.3486, 0.2844, -0.1336, -0.6200, 0.6851, -0.1474, 0.1771, 0.5168, -0.2014, -0.2400, -0.1670, -0.5377, -0.4453, -0.1959, 0.1852, 0.4851, 0.4643, 0.1685]
}

=====

Entry 2:
{
  "formula": "C25H58BrN2O18P4",
  "method": "ωB97M-V with the def2-TZVPD basis set",
  "total_energy_ha": -6390.81961,
  "total_charge": -1,
  "homo_ev": -4.74,
  "spin_multiplicity": 1,
  "gap_ev": 5.87,
  "symbols": ["N", "P", "O", "O", "N", "Br", "C", "C", "C", "C", "C", "O", "C", "O", "C", "O", "O", "H", "H", "H", "H", "H", "H", "H", "H", "H", "H", "H", "H", "H", "O", "P", "O", "C", "C", "O", "C", "C", "O", "C", "C", "H", "H", "H", "H", "H", "H", "H", "H", "H", "H", "H", "H", "H", "H", "H", "O", "P", "O", "C", "C", "O", "C", "C", "O", "C", "C", "H", "H", "H", "H", "H", "H", "H", "H", "H", "H", "H", "H", "H", "H", "H", "O", "P", "O", "C", "C", "O", "C", "C", "O", "C", "C", "H", "H", "H", "H", "H", "H", "H", "H", "H", "H", "H", "H", "H", "H", "H"],
  "coordinates": [[5.62228, 3.67905, 0.84974], [4.16087, 3.37713, 0.41297], [3.35974, 4.77250, 0.21541], [3.37442, 2.52972, 1.55366], [3.98367, 2.46871, -1.01919], [3.76479, 3.55337, -2.53595], [5.03012, 1.42626, -1.16138], [4.37835, -0.00622, -1.16160], [2.87529, -0.01711, -1.56724], [1.88976, 0.22261, -0.38139], [0.99884, 1.44179, -0.54236], [0.15078, 1.35644, -1.72855], [-0.64537, 2.46178, -1.66670], [-1.70550, 2.57342, -2.21200], [5.95784, 1.63362, -2.42530], [6.83610, 2.50558, -2.28948], [5.76769, 0.91184, -3.41977], [5.76383, 4.68182, 0.88664], [3.98223, 5.47445, -0.00225], [3.82659, 1.67559, 1.61846], [5.72207, 1.42897, -0.30396], [4.40859, -0.41270, -0.13122], [4.98507, -0.65467, -1.79950], [2.68243, -1.04985, -1.90539], [2.67437, 0.62372, -2.43382], [1.22788, -0.65272, -0.28760], [2.48701, 0.26449, 0.53660], [1.52536, 2.40066, -0.55296], [0.32666, 1.47656, 0.33702], [-0.32540, 3.32172, -1.04482], [9.22976, 8.58413, -1.10969], [7.88565, 8.79924, -0.49737], [8.12262, 8.32710, 1.06631], [9.32169, 8.63593, 1.76330], [9.15234, 9.86248, 2.64107], [7.08185, 7.51421, -1.08204], [7.49161, 6.86768, -2.29860], [8.28877, 5.61843, -1.99421], [6.40418, 9.45211, -0.14973], [6.31517, 10.68962, 0.54933], [7.09435, 11.80199, -0.12263], [10.16210, 8.77734, 1.08207], [9.55546, 7.77130, 2.38784], [8.97573, 10.75384, 2.03288], [10.04681, 10.03383, 3.24247], [8.29900, 9.74496, 3.31120], [8.05204, 7.55301, -2.93618], [6.58355, 6.59673, -2.84084], [9.13266, 5.82951, -1.33424], [8.66740, 5.16557, -2.91078], [7.66322, 4.88578, -1.48088], [6.62830, 10.55113, 1.58702], [5.25750, 10.95737, 0.57600], [8.16226, 11.56288, -0.17812], [6.98093, 12.73608, 0.42930], [6.74151, 11.95346, -1.14390], [-4.49551, -4.38306, -0.46066], [-3.38771, -3.38154, -0.52376], [-2.88994, -3.48850, -2.08938], [-3.81487, -3.63402, -3.16092], [-4.10604, -2.30114, -3.82434], [-2.19260, -4.23268, 0.19767], [-2.49223, -5.29003, 1.10721], [-2.37781, -6.63161, 0.41326], [-2.48884, -2.03586, -0.24088], [-2.91840, -0.77173, -0.75400], [-4.32495, -0.41962, -0.31884], [-4.74580, -4.10023, -2.83348], [-3.35463, -4.30858, -3.88598], [-4.62110, -1.62804, -3.13390], [-4.74002, -2.43708, -4.70211], [-3.18186, -1.81184, -4.13443], [-3.47914, -5.15928, 1.55265], [-1.76458, -5.23385, 1.91998], [-2.99195, -6.66878, -0.48670], [-2.68275, -7.44194, 1.07812], [-1.34738, -6.80718, 0.09877], [-2.81357, -0.75646, -1.83981], [-2.23086, -0.01761, -0.37040], [-5.05084, -1.15931, -0.67956], [-4.60991, 0.55872, -0.70655], [-4.39532, -0.39960, 0.77026], [-9.50698, -8.47657, 2.84784], [-8.23270, -7.79662, 2.47059], [-8.04665, -8.22264, 0.89044], [-9.15189, -8.27507, -0.00443], [-9.25235, -7.00838, -0.83313], [-7.15118, -8.79765, 3.18050], [-7.52371, -9.60754, 4.29287], [-7.81588, -11.02332, 3.83940], [-7.02204, -6.68680, 2.39743], [-7.23650, -5.43844, 1.73419], [-8.43834, -4.69123, 2.27386], [-10.09149, -8.45395, 0.52068], [-8.98405, -9.12902, -0.66420], [-9.47919, -6.14703, -0.19953], [-10.04258, -7.09752, -1.58033], [-8.31053, -6.80353, -1.34438], [-8.37383, -9.17985, 4.82483], [-6.68059, -9.61148, 4.98759], [-8.55920, -11.04103, 3.04218], [-8.17905, -11.63193, 4.66982], [-6.91227, -11.48552, 3.43765], [-7.31232, -5.59971, 0.65772], [-6.33977, -4.83958, 1.89420], [-9.36075, -5.26937, 2.13999], [-8.55540, -3.73596, 1.76132], [-8.32492, -4.50362, 3.34297]],
  "mulliken_charge": [-0.7305, 0.6648, -0.5175, -0.5720, 0.2798, -0.0565, 0.2087, -1.0318, -0.8158, -0.5410, -0.2530, -0.3747, 0.1314, -0.4999, 0.0040, -0.6226, -0.7322, 0.0896, 0.2742, 0.4436, 0.3782, 0.3919, 0.4860, 0.4128, 0.3979, 0.4378, 0.2751, 0.1043, 0.4141, 0.3826, -0.8086, 1.1035, -0.3414, -0.2948, -1.0337, -0.3095, -0.3634, -0.9522, -0.3688, -0.1285, -1.1707, 0.3024, 0.3478, 0.1991, 0.4083, 0.2546, 0.3659, 0.3668, 0.2718, 0.3772, 0.1991, 0.1825, 0.3188, 0.3604, 0.3629, 0.3392, -0.7126, 1.1269, -0.3720, -0.1896, -1.0587, -0.3712, -0.0467, -1.0922, -0.3704, 0.3988, -1.2737, 0.2231, 0.3395, 0.2133, 0.4176, 0.2552, 0.0727, 0.3453, 0.2542, 0.3754, 0.3096, 0.0728, -0.0293, 0.3671, 0.3740, 0.3574, -0.8064, 1.1019, -0.3152, -0.2898, -0.9862, -0.3276, -0.3330, -1.0589, -0.3819, 0.3330, -1.3374, 0.3040, 0.3378, 0.2096, 0.4088, 0.2161, 0.3378, 0.3553, 0.2782, 0.3692, 0.2753, 0.0549, 0.1252, 0.3924, 0.3743, 0.3580]
}